Record 1
Entry from the Open Molecules 2025 dataset: a structure of composition CH2FNO (the ωB97M-V functional and the def2-TZVPD basis).

Last column: natural (NBO) charge in e.
Cartesian coordinates (Å):
1 C 0.0587 -0.8268 0.7973  0.545
2 N -0.9713 -0.2820 0.0736  -0.281
3 O -0.0139 -1.4207 1.7973  -0.523
4 F -2.2822 -0.7696 0.3821  -0.211
5 H 1.1148 -0.5060 -0.0149  0.076
6 H -0.8171 0.6235 -0.3301  0.393

Its spin multiplicity is 1. The calculation puts the gap between HOMO and LUMO at 11.60 eV. The value obtained for the relative energy (zero: lowest compared OMol25 entry of this formula, charge and spin) is 3.8369 eV. The energy is -7321.122 eV.


Record 2
Entry from the Open Molecules 2025 dataset: a cluster of 2 separate species, C9H14N3S in total (the ωB97M-V functional and the def2-TZVPD basis).

Last column: natural (NBO) charge in e.
Cartesian coordinates (Å):
1 C -2.0502 3.5286 -0.4021  -0.257
2 C -3.1043 3.0724 0.5396  -0.254
3 C -1.1994 2.4752 -0.5554  -0.065
4 C -2.8139 1.7983 0.8751  -0.110
5 C -2.8644 0.1204 -2.4362  -0.070
6 C -1.9914 -0.7008 -2.3565  -0.385
7 C 1.7921 -0.1264 0.2386  0.319
8 C 3.4339 -3.1654 1.5271  -0.618
9 C 3.2393 -2.0991 0.4295  -0.209
10 N -1.6321 1.4434 0.2557  -0.544
11 N 0.7344 0.5715 0.1945  -0.669
12 N 1.9285 -1.4069 0.5276  -0.575
13 S -0.8933 -0.0319 0.4847  0.955
14 H -2.1891 4.4310 -1.0240  0.255
15 H -4.0634 3.5181 0.8924  0.250
16 H -0.2238 2.3055 -0.9592  0.250
17 H -3.4341 1.3488 1.6807  0.257
18 H -3.8196 0.5570 -2.3827  0.258
19 H -1.2885 -0.5991 -0.8450  0.176
20 H -1.1488 -1.4257 -2.5148  0.293
21 H 2.5959 0.6061 0.0443  0.247
22 H 4.0885 -2.6893 2.2957  0.232
23 H 2.5065 -3.4635 1.7300  0.201
24 H 3.9702 -4.0562 1.2969  0.239
25 H 3.3091 -2.6007 -0.6209  0.200
26 H 4.0096 -1.3434 0.4860  0.215
27 H 1.1082 -2.0680 0.5986  0.407

Its spin multiplicity is 1. The calculation puts the gap between HOMO and LUMO at 8.71 eV. The value obtained for the relative energy (zero: lowest compared OMol25 entry of this formula, charge and spin) is 4.8008 eV. Its charge is +1. The energy is -24852.997 eV.